Run P
{"formula": "C29H84N4O13", "method": "ωB97M-V/def2-TZVPD", "gap_ev": 9.82, "homo_energy_ev": -9.541, "mol_weight_g_mol": 697.0, "lumo_ev": 0.28, "symbols": ["C", "O", "H", "H", "H", "H", "C", "O", "H", "H", "H", "H", "C", "O", "H", "H", "H", "H", "C", "O", "N", "N", "H", "H", "H", "H", "C", "O", "N", "N", "H", "H", "H", "H", "C", "C", "C", "O", "H", "H", "H", "H", "H", "H", "H", "H", "C", "C", "C", "O", "H", "H", "H", "H", "H", "H", "H", "H", "C", "C", "C", "O", "H", "H", "H", "H", "H", "H", "H", "H", "C", "C", "C", "O", "H", "H", "H", "H", "H", "H", "H", "H", "C", "C", "C", "O", "H", "H", "H", "H", "H", "H", "H", "H", "C", "C", "C", "O", "H", "H", "H", "H", "H", "H", "H", "H", "C", "C", "C", "O", "H", "H", "H", "H", "H", "H", "H", "H", "C", "C", "C", "O", "H", "H", "H", "H", "H", "H", "H", "H"], "coordinates": [[-3.46, -1.68, 0.10], [-4.56, -1.77, 0.97], [-3.43, -0.76, -0.50], [-2.50, -1.73, 0.63], [-3.51, -2.48, -0.63], [-4.69, -0.94, 1.44], [3.87, -3.52, 1.77], [3.59, -4.67, 2.56], [4.41, -2.77, 2.35], [4.40, -3.80, 0.86], [2.94, -3.06, 1.43], [4.44, -5.03, 2.82], [2.08, 0.40, 4.38], [1.96, 0.43, 5.78], [1.43, -0.34, 3.91], [1.84, 1.39, 3.97], [3.11, 0.19, 4.08], [1.02, 0.66, 5.94], [1.94, -0.58, -4.10], [2.72, -0.90, -3.19], [2.16, -0.84, -5.42], [0.79, 0.07, -3.82], [3.06, -1.22, -5.65], [1.68, -0.30, -6.11], [0.20, 0.50, -4.52], [0.50, 0.13, -2.84], [1.72, -4.13, -1.88], [0.74, -3.37, -1.79], [1.77, -5.33, -1.26], [2.76, -3.76, -2.65], [2.59, -5.90, -1.38], [1.02, -5.66, -0.69], [2.59, -2.87, -3.11], [3.68, -4.17, -2.69], [2.47, 3.13, -1.68], [3.18, 3.99, -2.72], [3.50, 5.36, -2.14], [4.41, 3.43, -3.13], [2.96, 3.27, -0.71], [2.46, 2.08, -1.97], [1.46, 3.50, -1.54], [2.53, 4.12, -3.60], [4.21, 5.24, -1.32], [2.63, 5.80, -1.64], [3.82, 6.08, -2.89], [4.45, 2.46, -3.00], [-0.92, 3.36, 5.95], [-1.59, 2.02, 5.65], [-1.61, 1.74, 4.16], [-0.77, 1.02, 6.30], [-0.96, 3.53, 7.03], [-1.52, 4.18, 5.55], [0.09, 3.33, 5.55], [-2.57, 1.92, 6.12], [-0.59, 1.91, 3.77], [-2.32, 2.34, 3.58], [-1.74, 0.67, 3.95], [-1.09, 0.15, 5.99], [5.38, -0.86, -0.63], [5.19, 0.61, -1.07], [6.48, 1.40, -0.90], [4.89, 0.63, -2.46], [6.32, -1.20, -1.07], [4.62, -1.51, -1.08], [5.46, -0.90, 0.46], [4.41, 1.05, -0.44], [6.70, 1.54, 0.16], [6.34, 2.37, -1.38], [7.37, 0.95, -1.34], [4.02, 0.21, -2.60], [1.63, -0.75, 0.58], [0.15, -0.74, 0.25], [-0.57, 0.50, 0.73], [-0.04, -0.91, -1.16], [2.06, -1.70, 0.26], [1.86, -0.64, 1.64], [2.14, 0.01, -0.02], [-0.30, -1.63, 0.73], [-1.60, 0.55, 0.35], [-0.06, 1.41, 0.42], [-0.64, 0.54, 1.81], [0.38, -1.79, -1.33], [-2.75, -3.98, -3.62], [-1.94, -2.72, -3.86], [-2.04, -2.18, -5.27], [-2.24, -1.73, -2.86], [-3.82, -3.80, -3.75], [-2.66, -4.32, -2.59], [-2.45, -4.80, -4.29], [-0.90, -3.00, -3.68], [-1.68, -2.94, -5.97], [-1.37, -1.33, -5.40], [-3.06, -1.93, -5.58], [-1.51, -1.75, -2.22], [-1.27, -2.36, 3.53], [-2.29, -2.47, 4.64], [-2.25, -3.83, 5.32], [-2.00, -1.43, 5.61], [-0.25, -2.58, 3.85], [-1.28, -1.34, 3.13], [-1.56, -3.00, 2.69], [-3.29, -2.31, 4.24], [-2.65, -4.54, 4.59], [-2.90, -3.87, 6.19], [-1.27, -4.19, 5.63], [-2.66, -1.51, 6.30], [-5.88, 3.19, 0.33], [-4.75, 2.55, 1.13], [-3.44, 3.32, 0.94], [-5.05, 2.55, 2.51], [-6.77, 2.56, 0.40], [-5.68, 3.31, -0.74], [-6.09, 4.19, 0.71], [-4.53, 1.55, 0.77], [-3.17, 3.45, -0.12], [-2.59, 2.77, 1.33], [-3.46, 4.35, 1.32], [-5.50, 3.36, 2.78], [-1.47, 2.32, -2.43], [-2.68, 1.66, -3.06], [-3.62, 2.68, -3.68], [-2.20, 0.84, -4.17], [-0.88, 1.56, -1.93], [-1.77, 3.08, -1.70], [-0.82, 2.86, -3.12], [-3.27, 0.99, -2.44], [-4.51, 2.20, -4.10], [-3.21, 3.20, -4.55], [-3.97, 3.39, -2.92], [-2.15, -0.04, -3.76]], "lowdin_charge": [-0.156, -0.105, 0.065, 0.056, 0.074, 0.064, -0.165, -0.120, 0.080, 0.073, 0.048, 0.072, -0.182, -0.124, 0.055, 0.072, 0.074, 0.030, -0.617, -0.032, 0.174, 0.203, 0.108, 0.101, 0.093, 0.077, -0.631, -0.005, 0.179, 0.186, 0.101, 0.111, 0.070, 0.106, -0.055, -0.495, -0.064, -0.061, 0.084, 0.061, 0.072, 0.129, 0.082, 0.077, 0.076, 0.048, -0.044, -0.454, -0.048, -0.089, 0.081, 0.081, 0.082, 0.138, 0.072, 0.068, 0.056, 0.050, -0.050, -0.488, -0.048, -0.080, 0.079, 0.061, 0.077, 0.118, 0.083, 0.073, 0.081, 0.045, -0.019, -0.457, -0.045, -0.106, 0.057, 0.071, 0.078, 0.120, 0.065, 0.086, 0.055, 0.036, -0.051, -0.470, -0.049, -0.076, 0.084, 0.074, 0.079, 0.120, 0.084, 0.058, 0.090, 0.057, -0.049, -0.457, -0.055, -0.070, 0.091, 0.054, 0.085, 0.139, 0.085, 0.078, 0.085, 0.102, -0.053, -0.485, -0.053, -0.048, 0.084, 0.072, 0.085, 0.124, 0.054, 0.055, 0.087, 0.088, -0.056, -0.447, -0.061, -0.094, 0.048, 0.062, 0.087, 0.131, 0.079, 0.083, 0.067, 0.028]}

***

Run Q
{"formula": "C29H84N4O13", "method": "ωB97M-V/def2-TZVPD", "gap_ev": 8.30, "homo_energy_ev": -8.312, "mol_weight_g_mol": 697.0, "lumo_ev": -0.01, "symbols": ["C", "O", "H", "H", "H", "H", "C", "O", "H", "H", "H", "H", "C", "O", "H", "H", "H", "H", "C", "O", "N", "N", "H", "H", "H", "H", "C", "O", "N", "N", "H", "H", "H", "H", "C", "C", "C", "O", "H", "H", "H", "H", "H", "H", "H", "H", "C", "C", "C", "O", "H", "H", "H", "H", "H", "H", "H", "H", "C", "C", "C", "O", "H", "H", "H", "H", "H", "H", "H", "H", "C", "C", "C", "O", "H", "H", "H", "H", "H", "H", "H", "H", "C", "C", "C", "O", "H", "H", "H", "H", "H", "H", "H", "H", "C", "C", "C", "O", "H", "H", "H", "H", "H", "H", "H", "H", "C", "C", "C", "O", "H", "H", "H", "H", "H", "H", "H", "H", "C", "C", "C", "O", "H", "H", "H", "H", "H", "H", "H", "H"], "coordinates": [[-13.30, 6.09, 24.38], [-12.51, 5.60, 25.35], [-13.66, 5.18, 23.85], [-12.62, 6.71, 23.74], [-14.05, 6.85, 24.71], [-11.81, 5.04, 25.02], [-13.53, 5.34, 20.76], [-13.13, 6.56, 20.25], [-12.66, 4.92, 21.30], [-13.70, 4.56, 20.04], [-14.48, 5.38, 21.41], [-12.68, 7.14, 20.92], [-14.41, 1.72, 19.34], [-14.53, 1.42, 18.01], [-14.79, 2.67, 19.55], [-13.34, 1.82, 19.65], [-14.87, 1.01, 19.93], [-13.91, 1.95, 17.51], [-9.25, 6.32, 22.44], [-10.41, 5.62, 22.66], [-8.88, 7.34, 23.15], [-8.40, 6.06, 21.50], [-9.59, 7.56, 23.88], [-8.06, 7.80, 23.06], [-8.51, 5.20, 20.98], [-7.78, 6.80, 21.17], [-13.64, 8.70, 17.41], [-13.26, 9.39, 16.29], [-13.04, 7.66, 17.88], [-14.81, 9.02, 17.90], [-12.07, 7.52, 17.58], [-13.18, 7.18, 18.82], [-15.50, 9.66, 17.44], [-15.09, 8.48, 18.78], [-11.65, 3.02, 15.26], [-11.64, 2.77, 16.75], [-12.42, 3.76, 17.52], [-12.04, 1.63, 17.07], [-12.73, 3.14, 14.93], [-11.35, 2.11, 14.78], [-11.06, 3.82, 14.92], [-10.59, 2.87, 17.13], [-12.38, 3.68, 18.60], [-13.45, 3.79, 17.36], [-12.10, 4.77, 17.32], [-11.41, 0.97, 16.72], [-13.68, 10.74, 22.27], [-12.94, 9.59, 21.59], [-11.42, 9.97, 21.48], [-12.84, 8.52, 22.28], [-14.54, 10.17, 22.45], [-13.65, 11.61, 21.64], [-13.29, 10.89, 23.32], [-13.26, 9.49, 20.55], [-11.23, 10.90, 21.05], [-10.83, 9.16, 20.94], [-10.96, 10.04, 22.50], [-12.30, 8.71, 23.07], [-17.74, 2.74, 22.64], [-18.34, 3.48, 21.51], [-17.34, 3.59, 20.40], [-19.23, 2.77, 20.97], [-18.38, 2.62, 23.54], [-16.97, 3.31, 23.09], [-17.38, 1.73, 22.45], [-18.73, 4.38, 21.78], [-16.50, 4.18, 20.73], [-17.92, 4.25, 19.74], [-16.87, 2.71, 19.90], [-18.85, 1.88, 20.94], [-8.01, 1.69, 20.07], [-8.83, 2.94, 19.78], [-10.12, 3.08, 20.62], [-8.29, 4.01, 19.99], [-7.94, 0.91, 19.37], [-8.31, 1.24, 21.02], [-6.97, 1.84, 20.16], [-9.12, 3.07, 18.75], [-10.79, 2.26, 20.43], [-10.62, 4.03, 20.56], [-9.88, 2.90, 21.66], [-7.40, 3.97, 19.60], [-10.54, 9.56, 18.34], [-9.96, 8.20, 17.94], [-10.04, 7.14, 19.05], [-10.44, 7.68, 16.87], [-11.61, 9.60, 18.60], [-10.37, 10.34, 17.62], [-9.93, 9.84, 19.16], [-8.90, 8.40, 17.66], [-9.33, 6.36, 18.96], [-11.00, 6.68, 19.06], [-9.93, 7.61, 20.00], [-10.14, 8.19, 16.06], [-15.65, 5.24, 17.69], [-15.11, 5.70, 16.37], [-15.73, 5.01, 15.16], [-15.46, 6.83, 16.06], [-16.62, 5.50, 17.74], [-15.12, 5.88, 18.43], [-15.63, 4.18, 17.90], [-13.97, 5.60, 16.30], [-16.82, 4.92, 15.25], [-15.45, 4.00, 15.06], [-15.49, 5.51, 14.25], [-15.04, 7.46, 16.57], [-17.48, 7.45, 19.95], [-16.57, 7.83, 21.10], [-16.54, 6.93, 22.31], [-15.39, 8.02, 20.72], [-17.32, 6.45, 19.63], [-17.28, 8.06, 19.07], [-18.49, 7.59, 20.36], [-16.98, 8.81, 21.39], [-17.50, 6.96, 22.84], [-15.86, 7.31, 23.12], [-16.45, 5.95, 21.98], [-14.87, 8.11, 21.50], [-13.94, 2.26, 22.55], [-14.17, 1.51, 23.82], [-14.46, 2.44, 25.02], [-15.23, 0.86, 23.74], [-13.13, 1.81, 22.01], [-13.62, 3.24, 22.74], [-14.76, 2.25, 21.86], [-13.35, 0.91, 24.02], [-14.72, 1.85, 25.93], [-15.15, 3.19, 24.74], [-13.45, 2.86, 25.33], [-15.28, 0.21, 24.44]], "lowdin_charge": [-0.210, -0.120, 0.072, 0.054, 0.090, 0.076, -0.134, -0.159, 0.074, 0.048, 0.095, 0.096, -0.203, -0.087, 0.018, 0.084, 0.067, 0.029, -0.625, -0.112, 0.181, 0.171, 0.150, 0.066, 0.043, 0.141, -0.692, -0.129, 0.190, 0.148, 0.073, 0.076, 0.159, 0.105, -0.009, -0.642, -0.034, 0.020, 0.109, 0.068, 0.071, 0.136, 0.065, 0.039, 0.087, 0.151, -0.003, -0.584, -0.039, -0.060, 0.054, 0.091, 0.106, 0.141, 0.055, 0.068, 0.092, 0.126, -0.045, -0.633, -0.046, 0.020, 0.101, 0.059, 0.087, 0.121, 0.046, 0.090, 0.097, 0.122, 0.004, -0.604, -0.015, -0.032, 0.059, 0.092, 0.064, 0.122, 0.075, 0.062, 0.078, 0.166, -0.038, -0.566, -0.006, -0.032, 0.071, 0.083, 0.048, 0.145, 0.060, 0.056, 0.048, 0.170, -0.015, -0.636, -0.030, 0.035, 0.037, 0.089, 0.074, 0.143, 0.092, 0.050, 0.076, 0.017, -0.002, -0.623, -0.009, -0.010, 0.034, 0.081, 0.100, 0.137, 0.093, 0.102, 0.027, 0.051, -0.008, -0.622, -0.028, 0.009, 0.074, 0.040, 0.065, 0.122, 0.090, 0.058, 0.092, 0.126]}

***

Going by the computed energies, the most stable comes first: run P, run Q.